An isolated molecule of C3H7ClN2, computed with ωB97M-V with the def2-TZVPD basis set.

Each line ends with the Mulliken charge.
Positions of all 13 atoms, in Å:
C1 0.20 -2.37 0.22  -0.79
C2 -0.27 -1.12 0.42  -0.24
C3 -0.29 0.11 -0.40  0.22
Cl1 -1.97 0.72 -0.49  -0.22
N1 0.73 1.10 0.31  -0.27
N2 0.53 2.40 -0.19  -0.50
H1 -0.02 -3.12 1.04  0.20
H2 0.69 -2.82 -0.61  0.30
H3 -0.75 -0.89 1.39  0.20
H4 -0.05 -0.05 -1.51  0.30
H5 0.48 1.13 1.35  0.30
H6 -0.41 2.37 -0.56  0.24
H7 1.12 2.55 -0.97  0.26

Output
ΔE to the lowest compared entry with this formula, charge and spin	2.410	eV
E_tot	-688.12825	a.u.
SMILES	C=C[C@@H](Cl)NN



A structure of composition C19H22BCl3OSn, computed with ωB97M-V with the def2-TZVPD basis set.

Each line ends with the Mulliken charge.
Positions of all 47 atoms, in Å:
Cl1 -2.51 1.47 1.43  -0.34
B1 -1.03 0.37 1.67  0.86
Cl2 -0.74 0.16 3.54  -0.34
Cl3 -1.22 -1.35 0.94  -0.35
O1 0.09 1.02 1.00  -0.66
C1 1.42 0.94 1.37  -0.46
C2 2.23 0.83 0.11  0.30
C3 3.31 -0.03 0.00  -0.05
C4 4.11 -0.01 -1.13  -0.76
C5 3.81 0.87 -2.20  -0.45
C6 2.69 1.72 -2.10  -0.70
C7 1.90 1.68 -0.94  -0.31
H1 1.61 -0.05 1.94  0.43
H2 3.54 -0.66 0.88  0.36
H3 4.95 -0.69 -1.21  0.40
H4 4.40 0.83 -3.12  0.38
H5 2.44 2.38 -2.93  0.38
H6 1.05 2.37 -0.85  0.42
C8 5.89 5.99 4.39  -1.17
Sn1 3.79 5.50 4.19  0.98
C9 3.10 4.41 5.91  -1.18
C10 2.54 7.14 3.64  -1.21
C11 3.57 3.68 2.26  -1.39
C12 4.28 2.51 2.76  0.43
C13 3.33 1.53 3.03  -0.50
C14 3.64 0.42 3.82  -0.15
C15 4.97 0.27 4.25  -0.69
C16 5.92 1.26 4.03  -0.71
C17 5.62 2.41 3.25  -0.73
C18 1.96 1.95 2.49  1.22
C19 2.23 3.34 2.10  -1.23
H7 6.24 6.44 3.45  0.36
H8 6.02 6.68 5.21  0.41
H9 6.44 5.06 4.58  0.34
H10 2.05 4.16 5.75  0.35
H11 3.69 3.49 6.01  0.32
H12 3.21 5.04 6.80  0.42
H13 1.50 6.80 3.62  0.36
H14 2.64 7.95 4.36  0.38
H15 2.82 7.50 2.65  0.36
H16 4.09 4.58 1.85  0.95
H17 2.88 -0.30 4.07  0.56
H18 5.25 -0.66 4.75  0.39
H19 6.87 1.20 4.53  0.41
H20 6.35 3.20 3.08  0.71
H21 1.06 1.81 3.25  0.27
H22 1.48 3.99 1.70  0.64

Output
E_tot	-2432.20379	a.u.



An isolated molecule of C2H2NO2P, computed with ωB97M-V with the def2-TZVPD basis set.

Each line ends with the Mulliken charge.
Positions of all 8 atoms, in Å:
C1 0.86 -0.48 0.26  0.14
C2 -0.15 0.17 0.85  -0.32
N1 -0.99 0.87 -0.04  -0.23
O1 -1.57 -0.09 -1.02  -0.29
P1 -0.36 0.76 -1.63  0.37
O2 1.04 -0.27 -1.05  -0.41
H1 1.57 -1.14 0.73  0.37
H2 -0.41 0.17 1.89  0.37

Output
ΔE to the lowest compared entry with this formula, charge and spin	2.239	eV
E_tot	-623.92593	a.u.
SMILES	c1cn2op2o1



A structure of composition C6H12O, computed with ωB97M-V with the def2-TZVPD basis set.

Each line ends with the Mulliken charge.
Positions of all 19 atoms, in Å:
C1 -2.50 0.31 0.48  -1.37
C2 -1.08 0.04 0.03  0.52
C3 -0.73 -0.67 -1.13  -0.48
O1 0.66 -1.50 0.05  -0.69
C4 1.27 -0.29 0.48  0.35
C5 2.46 0.09 -0.38  -1.32
C6 0.13 0.82 0.50  -0.74
H1 -3.17 -0.50 0.17  0.35
H2 -2.89 1.24 0.05  0.30
H3 -2.56 0.40 1.57  0.32
H4 -0.53 -1.11 0.47  0.42
H5 -1.40 -1.44 -1.51  0.30
H6 0.04 -0.36 -1.83  0.15
H7 1.61 -0.45 1.52  0.34
H8 3.21 -0.72 -0.37  0.34
H9 2.93 1.01 0.00  0.36
H10 2.17 0.26 -1.42  0.25
H11 0.40 1.64 -0.17  0.29
H12 -0.02 1.24 1.50  0.32

Output
ΔE to the lowest compared entry with this formula, charge and spin	4.083	eV
E_tot	-310.90922	a.u.



A structure of composition C11H23GeNO5RuSe, computed with ωB97M-V with the def2-TZVPD basis set.

Each line ends with the Mulliken charge.
Positions of all 43 atoms, in Å:
Ru1 0.39 -0.73 0.72  1.07
O1 2.35 -0.51 1.85  -0.48
C1 3.41 -1.15 1.07  -0.57
C2 2.96 -2.53 0.62  -0.76
N1 1.77 -2.44 -0.25  0.61
C3 2.06 -2.01 -1.62  -0.63
C4 0.91 -1.15 -2.13  0.51
O2 0.39 -1.26 -3.20  -0.52
O3 0.55 -0.24 -1.21  -0.65
C5 0.96 -3.66 -0.17  -0.63
C6 0.04 -3.68 1.06  0.29
O4 -0.41 -4.69 1.51  -0.55
O5 -0.24 -2.46 1.54  -0.60
H1 2.37 -0.85 2.75  0.31
H2 4.32 -1.18 1.67  0.43
H3 3.58 -0.47 0.23  0.31
H4 2.69 -3.11 1.50  0.40
H5 3.78 -3.06 0.12  0.38
H6 2.25 -2.86 -2.29  0.38
H7 2.95 -1.38 -1.62  0.36
H8 1.59 -4.56 -0.14  0.42
H9 0.34 -3.74 -1.07  0.47
C7 -0.13 2.89 0.03  -0.75
Ge1 -1.86 2.69 -0.87  0.45
C8 -2.79 4.39 -1.05  -1.15
C9 -1.72 1.78 -2.58  -0.96
C10 -2.99 1.58 0.34  -1.05
Se1 -2.25 -0.05 1.14  0.13
C11 -1.75 0.71 2.86  -0.95
H10 0.53 3.54 -0.55  0.39
H11 0.37 1.93 0.13  -0.04
H12 -0.25 3.34 1.02  0.35
H13 -2.23 5.07 -1.69  0.37
H14 -2.93 4.87 -0.08  0.36
H15 -3.77 4.24 -1.50  0.37
H16 -1.08 2.34 -3.26  0.34
H17 -2.70 1.69 -3.04  0.37
H18 -1.29 0.78 -2.47  0.19
H19 -3.90 1.25 -0.17  0.52
H20 -3.30 2.14 1.23  0.47
H21 -1.48 1.76 2.72  0.33
H22 -0.90 0.17 3.28  0.36
H23 -2.58 0.61 3.55  0.34

Output
E_tot	-5436.82215	a.u.
total charge	+1
spin multiplicity	6



A structure of composition C28H31MgN12O2S, computed with ωB97M-V with the def2-TZVPD basis set.

Each line ends with the Mulliken charge.
Positions of all 75 atoms, in Å:
Mg1 0.63 -1.43 0.06  1.08
C1 -1.09 4.54 1.79  -1.50
C2 -0.39 3.21 1.82  0.45
C3 -0.50 2.34 2.90  -1.05
C4 0.10 1.10 2.91  -0.54
C5 0.89 0.65 1.84  0.63
N1 1.44 -0.62 1.73  -0.03
C6 2.05 -1.24 2.77  1.06
C7 2.53 -0.55 3.90  -0.51
C8 3.24 -1.16 4.91  -1.25
C9 3.56 -2.51 4.86  0.07
C10 4.39 -3.18 5.92  -1.51
C11 3.11 -3.21 3.75  -0.45
C12 2.35 -2.62 2.75  0.30
N2 1.91 -3.52 1.70  0.20
C13 1.79 -4.85 1.84  -0.09
C14 1.60 -5.41 0.60  -1.33
C15 1.60 -4.33 -0.27  -0.21
N3 1.78 -3.18 0.39  -0.48
C16 1.00 1.54 0.77  -0.15
C17 0.36 2.78 0.74  -0.36
N4 1.83 1.22 -0.35  0.51
C18 2.78 2.00 -0.89  -0.20
C19 3.34 1.30 -1.95  -1.20
C20 2.66 0.09 -1.96  -0.70
N5 1.75 0.04 -1.00  0.45
H1 -1.56 4.75 2.75  0.38
H2 -1.87 4.56 1.03  0.28
H3 -0.39 5.35 1.58  0.36
H4 -1.10 2.63 3.76  0.36
H5 -0.04 0.44 3.76  0.64
H6 2.36 0.51 3.96  0.42
H7 3.58 -0.56 5.74  0.34
H8 4.53 -2.51 6.77  0.37
H9 5.38 -3.44 5.55  0.32
H10 3.92 -4.09 6.29  0.35
H11 3.40 -4.25 3.66  0.58
H12 1.84 -5.31 2.81  0.52
H13 1.48 -6.46 0.36  0.44
H14 1.46 -4.30 -1.34  0.52
H15 0.46 3.40 -0.14  0.46
H16 3.00 2.96 -0.47  0.53
H17 4.15 1.62 -2.58  0.47
H18 2.79 -0.76 -2.61  0.48
N6 0.00 -1.69 -3.02  -0.18
N7 -0.99 -2.70 -3.06  -0.24
C21 -1.52 -3.11 -1.90  0.33
N8 -2.44 -4.08 -1.91  -0.36
N9 -1.11 -2.40 -0.83  -0.16
N10 -1.50 -2.80 0.44  1.21
O1 -2.01 -3.86 0.71  -0.75
O2 -1.15 -1.96 1.26  -0.70
H19 -0.45 -0.82 -2.72  -0.23
H20 0.38 -1.59 -3.95  0.30
H21 -1.47 -2.90 -3.92  0.22
H22 -2.60 -4.58 -2.77  0.21
H23 -2.72 -4.50 -1.04  0.21
N11 -0.03 2.09 -3.53  -0.42
C22 -1.31 2.12 -3.09  0.59
S1 -1.82 0.97 -1.98  -0.48
N12 -2.07 3.10 -3.61  -0.14
C23 -3.44 3.43 -3.43  0.75
C24 -4.43 2.49 -3.15  -0.30
C25 -5.74 2.92 -3.04  -0.68
C26 -6.08 4.25 -3.20  -0.50
C27 -5.09 5.17 -3.49  -0.55
C28 -3.77 4.77 -3.60  -0.57
H24 0.63 1.57 -2.97  0.09
H25 0.36 2.89 -4.02  0.24
H26 -1.58 3.78 -4.17  0.23
H27 -4.17 1.45 -3.03  0.40
H28 -6.51 2.19 -2.82  0.37
H29 -7.11 4.56 -3.11  0.39
H30 -5.34 6.22 -3.63  0.37
H31 -3.00 5.49 -3.82  0.32

Output
ΔE to the lowest compared entry with this formula, charge and spin	1.314	eV
E_tot	-2491.25111	a.u.
total charge	+1



- Look up the E_tot of the third one.
  -623.92593 a.u.



- E_tot of number 3 (C2H2NO2P)?
  -623.92593 a.u.



- Among the records above, which one has the lowest E_tot?
  C11H23GeNO5RuSe